# 1
Formula: C22H65N2O18
Source: OMol25
Level of theory: wB97M-V/def2-TZVPD

Positions of all 107 atoms, in Å:
C (1.0163, 2.0154, 0.3105)
C (-0.0813, 2.8477, -0.3807)
C (-0.9538, 3.5251, 0.6966)
C (0.6489, 4.0254, -1.0997)
C (-0.9179, 2.1323, -1.4702)
C (-1.0759, 0.6108, -1.3957)
C (-1.6301, 0.1086, -0.0499)
C (-2.1544, 0.2442, -2.4583)
C (0.1610, -0.1648, -1.8495)
C (1.2128, 0.4858, -2.4752)
C (2.3468, -0.2056, -2.8785)
C (2.4470, -1.5665, -2.6593)
O (3.6147, -2.1830, -3.0769)
C (4.4050, -2.8124, -2.0548)
C (4.9739, -1.8426, -1.0175)
O (4.9076, -2.4754, 0.2865)
C (3.8373, -2.0255, 1.0739)
C (3.7004, -3.0462, 2.2135)
C (2.3188, -3.2354, 2.7408)
C (1.8387, -4.4862, 3.0467)
C (0.5681, -4.5985, 3.5708)
N (-0.1264, -3.4920, 3.7631)
N (0.2534, -2.2652, 3.4809)
C (1.4583, -2.1516, 2.9852)
C (1.4025, -2.2558, -2.0625)
C (0.2753, -1.5420, -1.6686)
H (1.9880, 2.0861, -0.1715)
H (1.1556, 2.4089, 1.3189)
H (0.7872, 0.9548, 0.4228)
H (-0.2878, 4.1468, 1.2866)
H (-1.4301, 2.8047, 1.3491)
H (-1.6654, 4.1713, 0.1874)
H (0.8924, 4.8377, -0.4230)
H (1.5700, 3.6370, -1.5329)
H (0.0644, 4.3658, -1.9498)
H (-1.9283, 2.5397, -1.4097)
H (-0.5818, 2.3882, -2.4712)
H (-1.6803, 0.9017, 0.6898)
H (-0.9779, -0.6563, 0.3500)
H (-2.6249, -0.3164, -0.1515)
H (-1.8351, 0.5318, -3.4565)
H (-3.0758, 0.7610, -2.1985)
H (-2.3393, -0.8279, -2.4464)
H (1.2063, 1.5458, -2.6666)
H (3.1426, 0.3597, -3.3382)
H (3.8118, -3.6018, -1.5961)
H (5.2403, -3.2741, -2.5695)
H (4.4226, -0.9045, -0.9399)
H (5.9981, -1.5802, -1.2500)
H (2.9013, -1.8624, 0.5304)
H (4.1123, -1.0556, 1.5057)
H (4.0377, -4.0088, 1.8358)
H (4.3239, -2.7611, 3.0604)
H (2.4402, -5.3683, 2.8979)
H (0.1418, -5.5551, 3.8430)
H (-1.0551, -3.5834, 4.1582)
H (1.8021, -1.1526, 2.7595)
H (1.4701, -3.3247, -1.9265)
H (-0.5366, -2.0789, -1.1921)
O (5.7283, -5.5395, -0.4814)
H (6.5835, -5.7108, -0.0762)
H (5.5903, -4.5930, -0.3659)
O (7.7279, -2.6017, -2.5624)
H (8.5193, -3.1274, -2.4076)
H (7.5836, -2.6687, -3.5124)
O (-2.2464, 3.4217, 3.5438)
H (-2.1000, 2.6946, 4.1626)
H (-2.3188, 4.1928, 4.1160)
O (1.3232, 0.0689, -5.9999)
H (2.1588, 0.5144, -6.1794)
H (1.5226, -0.5265, -5.2667)
O (-4.4121, 5.0709, 2.2089)
H (-3.6301, 4.5695, 2.4685)
H (-4.4261, 5.0270, 1.2405)
O (-6.0994, 5.3598, 0.2167)
H (-6.4113, 5.6162, 1.0894)
H (-6.7867, 5.6868, -0.3667)
O (7.2077, 1.3261, -1.1284)
H (6.8215, 1.0964, -0.2782)
H (7.2302, 0.4971, -1.6179)
O (-1.2608, -4.6145, -3.4490)
H (-0.5412, -5.2430, -3.5646)
H (-0.9083, -3.9591, -2.8395)
O (-0.2591, -1.5975, -7.9575)
H (0.4594, -2.2184, -8.1038)
H (0.1011, -0.9575, -7.3304)
O (0.7540, 2.6596, -5.1025)
H (0.4060, 1.7737, -5.2808)
H (0.2460, 3.2409, -5.6768)
O (-8.6176, 6.1511, 0.9372)
H (-8.9155, 6.4039, 1.8166)
H (-9.3087, 6.4803, 0.3460)
O (-6.9565, 3.5355, 3.4704)
H (-6.1786, 3.8610, 2.9989)
H (-7.1280, 2.6741, 3.0811)
O (-1.2687, -7.1539, 5.3746)
H (-0.9168, -7.8846, 5.8926)
H (-1.3068, -6.4290, 6.0145)
O (-10.3512, 7.2358, -1.2976)
H (-10.8580, 6.4303, -1.4476)
H (-10.0988, 7.5257, -2.1796)
O (-1.8029, 2.4311, 6.2112)
H (-1.6569, 1.7019, 6.8210)
H (-1.8790, 3.2043, 6.7801)
O (-1.8979, -5.9714, 7.8426)
H (-1.9552, -5.7885, 8.7858)
H (-2.7624, -5.7338, 7.4890)

Summary:
M	645.76	g mol⁻¹
Kohn-Sham gap	6.144	eV
charge	+1

Atom charges from the Löwdin analysis, given in e for atoms 1 to 8: -0.0454, -0.5328, -0.0657, -0.0459, -0.1156, -0.4639, -0.0218, -0.0302

=====

# 2
Formula: C22H66N9O5P3S2
Source: OMol25
Level of theory: wB97M-V/def2-TZVPD

Positions of all 107 atoms, in Å:
O (4.4371, -4.3135, -0.4208)
P (4.2676, -4.2258, -1.8780)
N (5.0256, -5.4866, -2.6484)
C (5.1133, -6.7663, -1.9893)
C (5.3369, -5.5348, -4.0670)
N (4.8591, -2.9076, -2.6802)
C (6.3062, -2.7457, -2.8149)
C (4.0843, -1.6610, -2.6023)
N (2.6526, -4.2510, -2.2641)
C (2.1217, -4.0791, -3.6074)
C (1.7109, -4.5623, -1.2033)
H (6.1383, -7.1469, -2.0508)
H (4.4516, -7.5201, -2.4380)
H (4.8162, -6.6639, -0.9476)
H (5.1843, -4.5664, -4.5305)
H (4.7458, -6.3031, -4.5843)
H (6.3748, -5.8639, -4.2176)
H (6.5154, -1.9224, -3.5046)
H (6.7588, -2.4382, -1.8669)
H (6.7632, -3.6312, -3.2406)
H (4.7031, -0.8471, -2.9777)
H (3.1988, -1.7352, -3.2255)
H (3.8185, -1.4084, -1.5728)
H (1.6866, -3.0791, -3.7330)
H (2.8976, -4.2804, -4.3381)
H (1.2683, -4.7479, -3.7522)
H (1.8891, -4.0752, -0.2495)
H (1.7312, -5.6443, -0.9809)
H (0.6844, -4.4077, -1.5422)
O (-0.3258, -0.9963, 1.1350)
P (-1.3777, -0.3886, 0.3086)
N (-2.8430, -1.0934, 0.5215)
C (-2.8238, -2.4733, 1.0214)
C (-4.1456, -0.5275, 0.2403)
N (-0.9838, -0.4888, -1.2812)
C (-1.8929, -0.0934, -2.3293)
C (0.2501, -1.1582, -1.6922)
N (-1.7211, 1.2203, 0.5387)
C (-1.0609, 2.2908, -0.2002)
C (-2.1660, 1.5800, 1.8901)
H (-2.1107, -2.5721, 1.8378)
H (-2.5952, -3.2331, 0.2701)
H (-3.8108, -2.6118, 1.4685)
H (-4.6180, -1.1076, -0.5607)
H (-4.0512, 0.5057, -0.0810)
H (-4.8106, -0.6138, 1.1017)
H (-2.4404, 0.8184, -2.0979)
H (-1.3378, 0.0931, -3.2521)
H (-2.6168, -0.8928, -2.5402)
H (0.6042, -1.8285, -0.9173)
H (-0.0041, -1.8493, -2.5116)
H (0.9597, -0.4230, -2.0763)
H (-1.2641, 2.2395, -1.2703)
H (-1.4085, 3.2464, 0.1816)
H (0.0323, 2.2003, -0.1623)
H (-3.1809, 1.9930, 1.8322)
H (-1.5043, 2.2933, 2.3771)
H (-2.2591, 0.6887, 2.5095)
O (1.9115, 5.7023, 5.3795)
P (1.9774, 6.1739, 3.9894)
N (1.9196, 7.8221, 3.8974)
C (1.4452, 8.6169, 2.7822)
C (2.5512, 8.6043, 4.9450)
N (0.7160, 5.6490, 3.0367)
C (-0.2575, 4.7497, 3.6561)
C (0.8222, 5.5354, 1.5883)
N (3.3803, 5.6306, 3.2619)
C (4.1334, 6.4204, 2.3075)
C (4.1243, 4.5498, 3.8959)
H (1.8093, 8.2729, 1.8083)
H (1.8485, 9.6273, 2.8317)
H (0.3558, 8.6169, 2.7093)
H (1.8776, 9.3829, 5.3105)
H (3.4325, 9.1621, 4.5841)
H (2.9206, 7.9648, 5.7409)
H (-1.2619, 5.0394, 3.3418)
H (-0.0592, 3.6992, 3.4154)
H (-0.1502, 4.8341, 4.7349)
H (1.0896, 6.4818, 1.1286)
H (1.5642, 4.7839, 1.2901)
H (-0.1535, 5.2191, 1.2202)
H (4.9409, 6.9874, 2.7832)
H (4.5516, 5.7717, 1.5333)
H (3.4720, 7.1084, 1.7898)
H (3.5287, 3.6337, 3.9487)
H (4.3713, 4.7580, 4.9420)
H (5.0406, 4.3498, 3.3457)
C (-7.8795, 1.9052, -1.5157)
S (-8.3811, 0.6343, -0.3360)
O (-7.1422, -0.0842, 0.0319)
C (-8.6931, 1.7184, 1.0716)
H (-7.9876, 1.4792, -2.5107)
H (-6.8238, 2.0893, -1.3146)
H (-8.4629, 2.8180, -1.4205)
H (-9.0057, 1.0467, 1.8649)
H (-9.3891, 2.5409, 0.9151)
H (-7.7266, 2.1849, 1.2789)
C (-3.8749, -6.3332, -1.3467)
S (-4.7636, -7.5545, -0.3490)
O (-6.1536, -7.0660, -0.3796)
C (-4.6369, -8.8987, -1.5400)
H (-4.2727, -6.3210, -2.3589)
H (-2.7892, -6.3821, -1.3084)
H (-4.1991, -5.4238, -0.8342)
H (-5.4642, -8.8432, -2.2476)
H (-4.5584, -9.8860, -1.0901)
H (-3.7317, -8.7748, -2.1417)

Summary:
M	693.88	g mol⁻¹
Kohn-Sham gap	8.698	eV
charge	0
energy above the lowest of the compared OMol25 structures with the same formula, charge and spin	0.9243	eV

Atom charges from the Löwdin analysis, given in e for atoms 1 to 8: -0.2744, 0.4760, -0.3078, -0.1159, -0.1367, -0.3031, -0.1007, -0.0899

=====

# 3
Formula: C22H66O11
Source: OMol25
Level of theory: wB97M-V/def2-TZVPD

Positions of all 99 atoms, in Å:
C (4.6281, 22.9672, 13.7524)
C (4.3088, 21.8280, 12.7926)
O (5.4940, 21.0528, 12.5943)
H (5.3760, 23.6409, 13.3293)
H (5.1105, 22.5237, 14.6314)
H (3.7486, 23.5153, 14.0776)
H (3.9595, 22.2469, 11.8423)
H (3.5618, 21.2006, 13.2886)
H (5.2495, 20.1990, 12.1892)
C (8.1318, 15.5242, 8.4285)
C (6.7154, 15.8843, 8.8206)
O (5.9916, 16.4904, 7.7301)
H (8.1552, 14.6058, 7.8370)
H (8.7299, 15.2975, 9.3163)
H (8.5871, 16.3533, 7.8924)
H (6.6835, 16.5449, 9.6843)
H (6.1076, 15.0168, 9.1241)
H (6.1444, 15.9825, 6.9281)
C (2.5219, 15.8820, 6.9785)
C (2.6656, 14.4758, 6.4311)
O (1.5311, 13.6855, 6.6827)
H (3.4516, 16.4578, 6.9281)
H (2.1062, 16.0365, 7.9740)
H (1.8552, 16.4311, 6.2983)
H (3.5578, 13.9791, 6.8390)
H (2.8542, 14.5483, 5.3590)
H (1.6636, 13.2333, 7.5269)
C (2.9531, 17.6156, 10.4704)
C (3.6501, 18.4421, 11.5438)
O (5.0415, 18.6419, 11.3153)
H (1.9664, 17.2997, 10.8127)
H (3.5374, 16.7755, 10.0939)
H (2.7725, 18.2321, 9.5789)
H (3.5308, 17.8793, 12.4861)
H (3.1381, 19.3917, 11.7039)
H (5.4979, 17.8297, 11.5954)
C (5.5143, 15.8585, 14.0816)
C (6.8777, 16.3755, 13.6435)
O (6.7702, 16.7772, 12.2532)
H (4.8054, 16.6828, 14.1395)
H (5.6028, 15.3717, 15.0578)
H (5.1647, 15.0536, 13.4336)
H (7.5902, 15.5503, 13.7314)
H (7.1694, 17.2415, 14.2378)
H (7.5938, 17.1968, 11.9731)
C (-0.7284, 17.6018, 12.2037)
C (-0.7815, 18.6256, 11.1006)
O (-2.0342, 19.3119, 11.1296)
H (0.1041, 16.9015, 12.1864)
H (-1.6590, 17.0306, 12.1634)
H (-0.7566, 18.1327, 13.1591)
H (-0.6986, 18.2365, 10.0853)
H (0.0536, 19.3353, 11.1987)
H (-2.0405, 19.9550, 11.8435)
C (9.0584, 20.3993, 13.3576)
C (8.8192, 19.4131, 12.2263)
O (9.3428, 18.1109, 12.4745)
H (9.3473, 21.3811, 12.9901)
H (9.8688, 20.0287, 13.9940)
H (8.1870, 20.4996, 14.0035)
H (9.1784, 19.8273, 11.2750)
H (7.7449, 19.3074, 12.0473)
H (10.2762, 18.1872, 12.6913)
C (7.7075, 22.2611, 8.5735)
C (6.9259, 21.7224, 9.7453)
O (7.3054, 22.4526, 10.9136)
H (8.7559, 21.9664, 8.6655)
H (7.6455, 23.3465, 8.5639)
H (7.3324, 21.8558, 7.6338)
H (7.0274, 20.6419, 9.9027)
H (5.8424, 21.8587, 9.5722)
H (6.8695, 22.0135, 11.6597)
C (3.4060, 13.6613, 10.4940)
C (3.4295, 12.3027, 9.8398)
O (2.2710, 12.1196, 9.0227)
H (4.3415, 13.8063, 11.0444)
H (2.5519, 13.7983, 11.1547)
H (3.4077, 14.4610, 9.7461)
H (3.5029, 11.5269, 10.6048)
H (4.3377, 12.2513, 9.2278)
H (1.8629, 11.2690, 9.1966)
C (1.5206, 19.9808, 14.6016)
C (1.2160, 21.3377, 15.2121)
O (0.0183, 21.9038, 14.6758)
H (0.8101, 19.2259, 14.9387)
H (2.5343, 19.6523, 14.8351)
H (1.4054, 20.0463, 13.5133)
H (2.0468, 22.0286, 15.0491)
H (1.0358, 21.2242, 16.2792)
H (0.1199, 21.9363, 13.7192)
C (-0.4462, 14.8059, 9.6898)
C (-0.9828, 15.3080, 8.3617)
O (-1.1095, 14.2637, 7.4301)
H (-1.0304, 13.9654, 10.0687)
H (-0.4167, 15.5950, 10.4410)
H (0.5745, 14.4132, 9.5834)
H (-0.3552, 16.1213, 7.9828)
H (-1.9843, 15.7157, 8.5334)
H (-0.2199, 14.1563, 7.0469)

Summary:
M	506.76	g mol⁻¹
SMILES string	CCO.CCO.CCO.CCO.CCO.CCO.CCO.CCO.CCO.CCO.CCO
Kohn-Sham gap	9.913	eV
charge	0
energy above the lowest of the compared OMol25 structures with the same formula, charge and spin	2.0885	eV

Atom charges from the Löwdin analysis, given in e for atoms 1 to 8: -0.0790, -0.2948, -0.1123, 0.0758, 0.0808, 0.0657, 0.1205, 0.0779

=====

# 4
Formula: C22H66O11
Source: OMol25
Level of theory: wB97M-V/def2-TZVPD

Positions of all 99 atoms, in Å:
C (4.2273, -5.4947, -15.4938)
C (5.6627, -5.1273, -15.1751)
O (6.1752, -6.0337, -14.2113)
H (3.7552, -4.7225, -16.0987)
H (3.6866, -5.6664, -14.5624)
H (4.1971, -6.4258, -16.0687)
H (5.6786, -4.0894, -14.8176)
H (6.2627, -5.1362, -16.0945)
H (7.0935, -5.7927, -14.0592)
C (1.2243, -0.5084, -16.3456)
C (2.1186, -1.0910, -15.2631)
O (2.6898, -2.3260, -15.6532)
H (1.8215, -0.0929, -17.1558)
H (0.5319, 0.2319, -15.9464)
H (0.6167, -1.3029, -16.7877)
H (1.6200, -1.1934, -14.2897)
H (2.9605, -0.4231, -15.0605)
H (1.9847, -2.9825, -15.7567)
C (1.2373, -4.6388, -18.0488)
C (0.5947, -5.1414, -16.7647)
O (0.3879, -4.0714, -15.8280)
H (0.5269, -4.1327, -18.7066)
H (1.6376, -5.4807, -18.6201)
H (2.0772, -3.9681, -17.8659)
H (1.2746, -5.8521, -16.2980)
H (-0.3489, -5.6404, -16.9898)
H (-0.2470, -3.4575, -16.2154)
C (0.7846, -6.8125, -11.8108)
C (0.2527, -5.9030, -12.8752)
O (1.2943, -5.0339, -13.3512)
H (-0.0020, -7.3052, -11.2420)
H (1.4892, -6.2990, -11.1524)
H (1.3793, -7.6098, -12.2605)
H (-0.5979, -5.2584, -12.6252)
H (-0.1191, -6.5134, -13.7106)
H (0.9331, -4.5680, -14.1157)
C (2.5166, -12.4237, -10.3246)
C (1.2671, -11.6689, -9.8972)
O (1.0259, -10.5196, -10.6820)
H (3.3648, -11.7397, -10.3900)
H (2.4020, -12.9390, -11.2771)
H (2.7770, -13.1634, -9.5619)
H (1.3653, -11.4016, -8.8361)
H (0.3933, -12.3227, -9.9472)
H (1.6753, -9.8365, -10.4382)
C (-3.2376, -6.0449, -11.5769)
C (-4.1078, -5.1144, -12.3841)
O (-4.2794, -3.9071, -11.6366)
H (-2.9325, -6.9201, -12.1593)
H (-3.7852, -6.4070, -10.7047)
H (-2.3078, -5.5902, -11.2342)
H (-5.0635, -5.5966, -12.6024)
H (-3.6222, -4.8650, -13.3357)
H (-5.1256, -3.5081, -11.8536)
C (-2.9960, -10.7157, -10.4950)
C (-2.0220, -9.5439, -10.4506)
O (-1.3572, -9.4240, -11.6903)
H (-2.4418, -11.6477, -10.6212)
H (-3.6658, -10.6058, -11.3484)
H (-3.5748, -10.8290, -9.5747)
H (-1.2915, -9.7539, -9.6585)
H (-2.5100, -8.6071, -10.1775)
H (-0.4846, -9.8453, -11.6029)
C (-1.4972, -2.2250, -13.2057)
C (-1.6471, -0.7688, -12.8412)
O (-1.4382, 0.0613, -14.0056)
H (-2.0676, -2.4861, -14.0957)
H (-1.8642, -2.8603, -12.3924)
H (-0.4473, -2.5019, -13.3322)
H (-0.9465, -0.4603, -12.0628)
H (-2.6503, -0.5403, -12.4759)
H (-0.6640, 0.6092, -13.8622)
C (4.6674, -2.1860, -11.7223)
C (3.3411, -2.8719, -11.9522)
O (3.5154, -4.2696, -11.8283)
H (4.6084, -1.0983, -11.7060)
H (5.3906, -2.5184, -12.4662)
H (5.0672, -2.4895, -10.7487)
H (2.9793, -2.6238, -12.9633)
H (2.5342, -2.4992, -11.3037)
H (2.7757, -4.6646, -12.3201)
C (4.3647, -8.2009, -12.0875)
C (4.0121, -7.8033, -10.6755)
O (2.9586, -8.6040, -10.1463)
H (4.4854, -9.2813, -12.2010)
H (5.3008, -7.7310, -12.3881)
H (3.5953, -7.9022, -12.8002)
H (3.6479, -6.7687, -10.6640)
H (4.8808, -7.8260, -10.0092)
H (2.5016, -8.1352, -9.4266)
C (-0.5922, -6.3833, -7.9326)
C (0.8665, -5.9915, -8.1279)
O (1.7137, -7.1408, -8.1479)
H (-0.7400, -6.8209, -6.9425)
H (-0.8842, -7.1418, -8.6611)
H (-1.2398, -5.5124, -8.0362)
H (1.1702, -5.3253, -7.3156)
H (0.9950, -5.4555, -9.0644)
H (1.7890, -7.4838, -7.2528)

Summary:
M	506.76	g mol⁻¹
SMILES string	CCO.CCO.CCO.CCO.CCO.CCO.CCO.CCO.CCO.CCO.CCO
Kohn-Sham gap	9.872	eV
charge	0
energy above the lowest of the compared OMol25 structures with the same formula, charge and spin	1.6671	eV

Atom charges from the Löwdin analysis, given in e for atoms 1 to 8: -0.0783, -0.3189, -0.0766, 0.0553, 0.0630, 0.0793, 0.1054, 0.1091

=====

- What is the Kohn-Sham gap in the first record?
  6.144 eV